This record from the OMol25 dataset describes a gas-phase ion, C5H5N4S2 (charge +1) in a non-equilibrium geometry. The level of theory is ωB97M-V/def2-TZVPD.

The geometry in XYZ format:
```
16
Properties=species:S:1:pos:R:3:forces:R:3:mulliken_charge:R:1
S 2.610 1.604 -1.649 -0.554 -0.201 0.320 -0.207
C 1.317 0.798 -1.032 1.594 0.272 -0.823 0.129
C 0.403 1.500 -0.116 -1.949 -2.462 1.096 0.533
S 0.160 3.182 -0.283 0.166 -0.156 -0.180 -0.042
N -0.313 0.634 0.579 0.145 0.172 -0.151 -0.353
C -0.729 -0.013 1.606 -0.026 0.047 0.705 0.049
N -1.225 -1.303 1.698 -0.625 1.336 -0.096 -0.105
C -0.881 -2.353 0.865 1.139 0.453 -0.557 -0.139
N -0.447 -1.954 -0.247 0.276 0.892 -0.395 -0.049
C -0.025 -1.385 -1.301 -0.857 -0.665 -0.022 -0.054
N 1.042 -0.500 -1.449 0.492 0.118 -0.067 -0.256
H -0.778 3.267 0.672 -0.065 -0.098 0.095 0.188
H -0.615 0.438 2.595 0.182 -0.018 -0.054 0.365
H -1.613 -1.554 2.601 0.190 0.095 -0.169 0.286
H -0.489 -1.674 -2.245 -0.093 0.171 0.100 0.387
H 1.582 -0.689 -2.293 -0.016 0.042 0.199 0.267
```
Positions in Å, forces in eV/Å.

Properties
* ΔE to the lowest compared entry with this formula, charge and spin: 18.83 kcal per mole
* 2S+1: 1
* charge: +1
* SMILES: [S-]C1=C(S)/N=C/[NH+]=C=N/C=[NH+]\1
* E_HOMO: -12.482 eV
* electronic energy: -32885.806 eV
* frontier orbital gap: 6.41 eV